{"formula": "C3H7N3", "method": "the ωB97M-V functional and the def2-TZVPD basis", "species": ["H", "N", "C", "N", "C", "N", "C", "H", "H", "H", "H", "H", "H"], "xyz": [[-1.898156, 1.592281, -0.195374], [-2.619673, 0.832657, -0.110260], [-2.283284, -0.420180, 0.049647], [-1.003251, -0.934566, -0.074877], [0.110194, -0.083317, -0.182337], [1.262543, -0.648023, -0.203101], [2.381515, 0.301325, 0.047709], [-3.088942, -1.193059, 0.305668], [-0.915833, -2.001135, -0.030426], [-0.102631, 0.961756, 0.065665], [2.131345, 1.318755, 0.439916], [3.072528, -0.149641, 0.823486], [2.953651, 0.423152, -0.935721]], "atomic_forces_ev_per_a": [[-0.6638, -1.6291, -0.2390], [0.1070, -1.3824, 0.9403], [-0.6296, 2.1082, -0.5010], [-0.6933, -1.4050, -0.1683], [0.7679, -2.5334, 1.5245], [-0.3059, 2.3022, 0.2505], [1.1695, -0.4713, -0.6858], [1.1813, 1.1977, -0.5782], [0.3797, 2.5291, -0.1187], [0.2298, -0.2139, -0.4043], [-0.2988, -0.7205, -0.4308], [-0.7116, 0.3464, -1.0434], [-0.5324, -0.1281, 1.4542]], "homo_ev": -9.00, "orbital_gap_ev": 10.0, "smiles": "[H]/N=C\\N/C=N/C"}

---

{"formula": "C3H7N3", "method": "the ωB97M-V functional and the def2-TZVPD basis", "species": ["H", "N", "C", "N", "C", "N", "C", "H", "H", "H", "H", "H", "H"], "xyz": [[1.284503, 1.765208, 1.257550], [0.724116, 2.590935, 0.981748], [-0.235175, 2.324112, 0.173953], [-0.575253, 1.129818, -0.440507], [-0.023742, -0.110649, -0.135436], [-0.450555, -1.176481, -0.665599], [0.103145, -2.426163, -0.225465], [-0.934556, 3.148927, -0.108234], [-1.356802, 1.158815, -1.075200], [0.752103, -0.083612, 0.648787], [0.831635, -2.316280, 0.585392], [-0.703296, -3.109642, 0.095214], [0.583877, -2.894987, -1.092203]], "atomic_forces_ev_per_a": [[-0.3494, 0.5707, -0.4273], [-0.6619, -0.6490, -0.2588], [0.4217, 0.6733, 0.4301], [0.2407, -0.0160, 0.1958], [-0.3443, -0.2207, 0.1627], [-0.1789, 0.8350, 0.1235], [-0.0045, -0.4610, -0.2578], [0.6886, -0.6334, 0.1425], [0.0279, -0.2648, -0.0005], [-0.2163, -0.0345, -0.3080], [0.0380, -0.0746, 0.0257], [0.3098, 0.3540, -0.0768], [0.0285, -0.0792, 0.2489]], "homo_ev": -9.17, "orbital_gap_ev": 10.2, "smiles": "[H]/N=C\\N/C=N/C"}

---

{"formula": "C3H7N3", "method": "the ωB97M-V functional and the def2-TZVPD basis", "species": ["C", "C", "C", "N", "N", "N", "H", "H", "H", "H", "H", "H", "H"], "xyz": [[1.962435, 0.138965, -0.262626], [-0.354264, 0.824948, 0.481613], [0.639216, -0.215885, 0.046318], [3.058590, 0.424228, -0.460754], [-1.684013, 0.339930, 0.158177], [0.333108, -1.489002, 0.373252], [-0.090289, 1.798078, 0.043236], [-0.283472, 0.914054, 1.574654], [0.390759, -0.107502, -2.136274], [-2.404221, 0.928066, 0.569040], [-1.805059, 0.339193, -0.852146], [0.895743, -2.232803, -0.008463], [-0.658532, -1.662264, 0.473974]], "atomic_forces_ev_per_a": [[-1.4497, -0.4535, 0.6905], [0.4289, 0.0158, 0.0172], [0.8511, 1.3047, 0.9854], [1.1165, 0.3292, -0.5044], [-0.4796, 0.1050, -0.1948], [-0.1861, -1.0411, -0.1398], [-0.0217, -0.1667, 0.0632], [-0.0694, 0.1465, -0.0899], [-0.1594, -0.0544, -0.8984], [0.1558, -0.1450, -0.1393], [-0.1548, 0.0504, 0.2013], [-0.0734, -0.0221, 0.0557], [0.0419, -0.0687, -0.0467]], "multiplicity": 3, "homo_ev": [-6.83, -10.23], "s2": 2.0095, "orbital_gap_ev": [7.8, 9.0]}

---

Number 1 is which compound? C3H7N3

---

What is the formula in the third record? C3H7N3